1) Here is the ion C7H14N with charge +1 from the OMol25 dataset. Energies are from wB97M-V/def2-TZVPD.

As for the total charge: +1. The LUMO energy comes out at -3.73 eV. The HOMO-LUMO gap is 8.447 eV. As for the SMILES: C/C=C/C=C/CC[NH3+].

Last column: Mulliken charge in e.
Geometry (Å):
C  -2.51  -3.35  -0.83  -1.184
C  -1.70  -2.39  -0.02  0.063
C  -1.19  -1.28  -0.54  -0.619
C  -0.41  -0.26  0.19  -0.421
C  0.90  -0.06  0.06  0.014
C  1.66  0.96  0.87  -0.903
C  2.06  2.22  0.16  -0.608
N  0.97  3.24  0.13  -0.256
H  -2.19  -3.37  -1.86  0.323
H  -3.57  -3.12  -0.79  0.276
H  -2.51  -4.39  -0.50  0.351
H  -1.46  -2.65  1.00  0.375
H  -1.40  -1.01  -1.58  0.291
H  -1.00  0.40  0.83  0.324
H  1.45  -0.51  -0.76  0.395
H  1.16  1.05  1.84  0.438
H  2.58  0.48  1.22  0.362
H  2.49  1.92  -0.79  0.353
H  2.90  2.71  0.66  0.353
H  0.50  3.28  1.04  0.356
H  0.30  3.01  -0.61  0.351
H  1.39  4.16  -0.03  0.367

=====

2) Here is a cluster of 2 separate species, C7H14N in total from the OMol25 dataset. Energies are from wB97M-V/def2-TZVPD.

As for the total charge: +1. The LUMO energy comes out at -5.06 eV. The HOMO-LUMO gap is 8.290 eV.

Last column: Mulliken charge in e.
Geometry (Å):
C  0.92  0.83  -1.44  -0.602
C  -0.29  0.25  -0.77  -0.134
C  1.08  -0.58  -2.11  -0.653
C  -0.17  -0.97  -1.48  0.452
C  -0.82  -2.23  -1.53  -1.123
C  -1.22  1.52  2.49  -0.892
C  0.91  0.35  2.59  -0.269
N  -0.08  0.79  1.94  -0.261
H  0.74  1.66  -2.18  0.275
H  -1.20  0.80  -0.67  0.556
H  1.11  -0.40  -3.14  0.327
H  2.09  -1.10  -2.03  0.325
H  -1.74  -2.08  -1.02  0.352
H  -0.28  -3.10  -1.15  0.342
H  -0.94  -2.61  -2.63  0.341
H  -1.83  0.78  2.92  0.378
H  -0.79  2.16  3.32  0.291
H  -1.82  1.95  1.74  0.291
H  1.63  -0.27  2.02  0.235
H  1.11  0.70  3.56  0.289
H  1.68  1.35  -0.83  0.279
H  -0.09  0.19  0.41  0.201

=====

Energetically preferred structure: 1) | next structure: +2.740 eV